{"formula": "C54H46As2Cl3O11PtS2", "method": "ωB97M-V/def2-TZVPD", "elements": ["Pt", "As", "As", "Cl", "Cl", "Cl", "S", "S", "O", "O", "O", "O", "O", "O", "O", "O", "O", "O", "O", "C", "C", "C", "C", "C", "C", "C", "C", "C", "C", "C", "C", "C", "C", "C", "C", "C", "C", "C", "C", "C", "C", "C", "C", "C", "C", "C", "C", "C", "C", "C", "C", "C", "C", "C", "C", "C", "C", "C", "C", "C", "C", "C", "C", "C", "C", "C", "C", "C", "C", "C", "C", "C", "C", "H", "H", "H", "H", "H", "H", "H", "H", "H", "H", "H", "H", "H", "H", "H", "H", "H", "H", "H", "H", "H", "H", "H", "H", "H", "H", "H", "H", "H", "H", "H", "H", "H", "H", "H", "H", "H", "H", "H", "H", "H", "H", "H", "H", "H", "H"], "positions_angstrom": [[0.900, -0.339, -0.052], [-1.755, 0.088, 2.617], [-5.044, 0.340, 0.421], [-0.062, -1.865, -4.115], [-3.803, -5.244, -2.234], [0.057, -3.365, 1.044], [2.299, 1.527, -1.855], [0.848, 1.466, 1.336], [-5.014, -3.381, 0.863], [-1.350, -0.314, -0.181], [-4.707, 2.921, 1.852], [-6.484, -1.994, 1.837], [-3.139, 2.984, 3.435], [-2.166, 0.964, -1.730], [-4.125, -3.073, 3.599], [0.925, -1.872, -1.359], [-1.995, -2.464, 3.906], [1.546, 0.722, -2.838], [-0.375, 2.266, 1.239], [4.538, -1.539, 0.837], [4.305, 4.416, 0.976], [5.382, -0.792, 3.409], [-3.596, 2.474, 2.446], [3.621, 0.700, 0.509], [6.633, 4.902, 0.544], [4.562, 3.032, 0.802], [-5.052, -0.649, -1.278], [-1.834, -3.577, -3.024], [1.132, 0.989, 3.032], [-0.149, -2.643, -1.541], [-2.386, -4.277, -1.970], [-2.085, 0.553, 4.494], [3.110, 0.290, -0.740], [1.949, 3.977, 1.328], [1.737, -0.670, 4.640], [-3.302, -1.186, 2.395], [-5.268, -2.337, 1.396], [2.217, 2.609, 1.147], [-5.323, 4.061, 2.476], [-2.871, 1.386, 1.689], [4.310, -0.222, 1.323], [5.881, 2.610, 0.498], [-4.320, -1.176, 1.532], [-0.727, -2.774, -2.808], [3.384, -1.026, -1.227], [-1.821, -4.220, -0.707], [5.176, 4.011, -3.162], [-7.458, -3.053, 1.839], [2.985, 4.859, 1.243], [1.902, -0.129, 7.088], [7.268, 3.772, -4.537], [3.468, 2.125, 0.887], [5.785, 1.822, -3.932], [5.213, -2.462, 1.670], [-3.230, 1.066, 0.425], [6.888, 3.522, 0.377], [-2.197, 0.519, -0.492], [1.488, -0.320, 3.325], [4.035, 3.485, -2.574], [4.083, -1.902, -0.455], [-3.913, -4.196, 4.471], [4.654, 1.284, -3.344], [5.373, 5.336, 0.836], [5.621, -2.099, 2.922], [-2.994, 2.048, -2.198], [1.266, 1.578, 5.340], [-0.714, -3.423, -0.518], [3.784, 2.123, -2.662], [4.750, 0.127, 2.628], [-3.063, -2.309, 3.361], [1.633, 0.272, 5.663], [1.014, 1.946, 4.028], [6.063, 3.188, -3.850], [1.554, -1.057, 2.534], [5.401, -3.461, 1.295], [-2.338, 2.730, -2.730], [3.334, 4.131, -2.054], [-5.585, 3.837, 3.508], [8.016, 3.008, -4.749], [-5.781, -1.456, -1.186], [5.169, 6.394, 0.958], [-8.404, -2.587, 2.092], [-3.908, -3.864, 5.507], [4.441, 0.225, -3.430], [-2.257, -3.650, -4.017], [1.166, 2.317, 6.126], [6.088, 1.556, 0.358], [6.137, -2.815, 3.550], [1.205, -0.908, 7.404], [-4.642, 4.909, 2.460], [-3.484, 2.564, -1.379], [-5.385, 0.013, -2.074], [4.563, 1.130, 2.995], [7.893, 3.189, 0.151], [6.465, 1.172, -4.472], [-7.187, -3.794, 2.588], [5.705, -0.524, 4.407], [-2.968, -4.681, 4.243], [2.804, 5.920, 1.367], [0.932, 4.298, 1.516], [-1.709, -0.280, 5.084], [-3.728, 1.646, -2.890], [-4.086, -1.087, -1.528], [1.800, 0.716, 7.766], [0.712, 2.958, 3.785], [7.728, 4.554, -3.932], [-2.260, -4.777, 0.106], [2.910, -0.535, 7.192], [-6.212, 4.271, 1.893], [-4.743, -4.871, 4.292], [-3.139, 0.713, 4.702], [6.974, 4.222, -5.488], [5.375, 5.075, -3.095], [2.010, -1.692, 4.877], [4.290, -2.900, -0.822], [3.012, -1.300, -2.206], [-1.531, 1.454, 4.743], [-7.511, -3.530, 0.863], [7.441, 5.612, 0.435]], "lumo_ev": -4.33, "e_tot_ev": -263419.522, "e_above_lowest_ev": 1.832, "charge": 1}